Formula: C70H64CaGe2N3O2S4
Source: OMol25
Level of theory: ωB97M-V with the def2-TZVPD basis set

Computed properties:
- E_HOMO: -3.51 eV
- E_LUMO: 1.1 eV
- Relative energy (zero: lowest compared OMol25 entry of this formula, charge and spin): 67.56 kcal/mol
- Gap between HOMO and LUMO: 4.57 eV
- Total charge: -1

```
146
Properties=species:S:1:pos:R:3:lowdin_charge:R:1
Ca 0.675 1.863 3.891 1.1107
O 2.822 1.873 7.252 0.0311
C 2.273 1.470 6.235 -0.6481
O 1.028 1.516 5.937 -0.2228
C 3.185 0.830 5.163 -0.1876
C 4.318 0.091 5.574 0.0037
C 5.083 -0.510 4.620 -0.0003
C 4.765 -0.365 3.250 -0.1565
C 5.515 -0.962 2.207 -0.0408
C 5.148 -0.774 0.906 -0.0721
C 4.013 0.006 0.584 -0.0777
C 3.267 0.589 1.567 -0.0161
C 3.637 0.411 2.921 -0.1992
N 2.876 0.995 3.897 0.0407
H 4.535 0.022 6.630 0.1148
H 5.950 -1.100 4.897 0.1155
H 6.379 -1.565 2.461 0.1087
H 5.718 -1.239 0.111 0.1020
H 3.698 0.123 -0.446 0.0721
H 2.363 1.133 1.315 0.0850
C -3.633 3.439 3.090 -0.0226
C -2.505 2.651 3.374 -0.1516
N -1.335 3.168 3.688 0.0091
C -1.195 4.512 3.704 -0.1557
C -2.265 5.375 3.455 -0.1585
C -3.509 4.799 3.140 -0.0055
C -2.076 6.799 3.528 -0.0205
C -0.880 7.321 3.854 -0.0244
C 0.249 6.464 4.108 -0.1434
C 1.510 6.976 4.454 -0.0060
C 2.555 6.122 4.672 -0.0317
C 2.334 4.748 4.503 -0.0991
N 1.169 4.240 4.166 0.0414
C 0.112 5.076 4.003 -0.1363
H -4.563 2.957 2.824 0.1099
H -2.539 1.566 3.330 0.0700
H -4.353 5.443 2.922 0.1201
H -2.924 7.441 3.322 0.1152
H -0.738 8.393 3.921 0.1131
H 1.638 8.048 4.550 0.1187
H 3.536 6.478 4.953 0.1088
H 3.146 4.041 4.637 0.1193
C 3.318 4.782 -0.511 -0.0549
C 2.013 4.280 -1.067 -0.2682
C 1.961 3.578 -2.260 -0.0093
C 0.769 3.052 -2.755 -0.2270
C 0.772 2.322 -4.069 -0.0546
C -0.397 3.215 -2.009 -0.1540
C -0.385 4.007 -0.850 -0.2429
C -1.667 4.345 -0.135 -0.0503
C 0.820 4.517 -0.391 -0.0217
C -1.699 2.608 -2.434 -0.2132
C -2.525 3.393 -3.234 -0.0470
C -3.792 2.961 -3.589 -0.0709
C -4.234 1.737 -3.121 -0.0437
C -3.418 0.929 -2.328 -0.2101
C -2.123 1.344 -1.982 -0.1836
Ge -0.899 0.181 -0.922 -0.0403
S -0.743 1.348 1.008 0.0456
S -1.490 -1.862 -0.503 0.2263
Ge 0.886 -2.140 -0.256 0.5755
S -0.394 -0.121 2.482 -0.1228
S 1.058 -0.250 -1.806 0.1932
C 1.180 -3.910 -1.306 -0.2535
C 1.676 -4.130 -2.599 -0.2282
C 2.159 -5.382 -2.984 -0.0499
C 2.155 -6.452 -2.103 -0.0876
C 1.635 -6.272 -0.829 -0.0536
C 1.155 -5.027 -0.440 -0.2531
C 0.537 -4.874 0.919 -0.1877
C -0.847 -4.997 1.054 -0.2242
C -1.721 -5.421 -0.099 -0.0396
C -1.438 -4.686 2.278 -0.0124
C -0.687 -4.269 3.362 -0.2698
C -1.341 -3.850 4.651 -0.0544
C 0.698 -4.227 3.230 -0.0149
C 1.324 -4.536 2.034 -0.2450
C 2.824 -4.473 1.928 -0.0437
C 1.600 -3.083 -3.663 -0.1636
C 2.697 -2.284 -3.973 -0.2488
C 3.964 -2.393 -3.167 -0.0360
C 2.598 -1.361 -5.010 -0.0291
C 1.423 -1.206 -5.733 -0.2830
C 1.328 -0.220 -6.867 -0.0607
C 0.324 -1.979 -5.376 -0.0173
C 0.395 -2.916 -4.354 -0.2025
C -0.829 -3.691 -3.944 -0.0322
C -4.015 -0.365 -1.877 -0.1880
C -4.062 -1.442 -2.765 -0.2316
C -3.440 -1.333 -4.131 -0.0312
C -4.621 -2.642 -2.345 -0.0199
C -5.138 -2.793 -1.065 -0.2759
C -5.691 -4.113 -0.600 -0.0522
C -5.094 -1.706 -0.205 -0.0244
C -4.533 -0.493 -0.587 -0.2388
C -4.440 0.628 0.413 -0.0391
H 4.149 4.532 -1.170 0.0704
H 3.526 4.335 0.465 0.0722
H 3.306 5.866 -0.377 0.0738
H 2.877 3.412 -2.820 0.1155
H 1.568 2.708 -4.709 0.0793
H -0.178 2.433 -4.594 0.0772
H 0.938 1.253 -3.918 0.0144
H -2.256 3.458 0.103 0.0475
H -2.292 4.992 -0.757 0.0865
H -1.450 4.872 0.796 0.0616
H 0.830 5.100 0.527 0.1110
H -2.162 4.362 -3.562 0.1201
H -4.432 3.577 -4.209 0.0975
H -5.229 1.381 -3.366 0.1202
H 2.524 -5.512 -3.998 0.1141
H 2.532 -7.419 -2.413 0.0913
H 1.588 -7.102 -0.131 0.1138
H -1.179 -6.041 -0.813 0.0746
H -2.102 -4.554 -0.643 0.0383
H -2.580 -5.989 0.267 0.0727
H -2.520 -4.734 2.366 0.1130
H -2.428 -3.871 4.564 0.0696
H -1.050 -2.832 4.916 0.0742
H -1.053 -4.505 5.477 0.0742
H 1.304 -3.907 4.074 0.1158
H 3.261 -4.093 2.853 0.0701
H 3.125 -3.806 1.118 0.0584
H 3.251 -5.458 1.719 0.0794
H 3.747 -2.329 -2.097 0.0678
H 4.659 -1.592 -3.426 0.0728
H 4.465 -3.352 -3.325 0.0807
H 3.455 -0.736 -5.246 0.1095
H 2.261 0.330 -6.990 0.0691
H 0.533 0.508 -6.693 0.0697
H 1.108 -0.723 -7.812 0.0736
H -0.616 -1.850 -5.907 0.1140
H -1.578 -3.685 -4.738 0.0692
H -1.268 -3.250 -3.043 0.0492
H -0.588 -4.726 -3.698 0.0807
H -2.361 -1.169 -4.046 0.0790
H -3.843 -0.495 -4.703 0.0775
H -3.598 -2.250 -4.699 0.0714
H -4.633 -3.486 -3.028 0.1132
H -5.853 -4.792 -1.439 0.0715
H -6.640 -3.986 -0.075 0.0737
H -4.998 -4.600 0.090 0.0698
H -5.480 -1.808 0.805 0.1183
H -5.186 0.494 1.199 0.0749
H -4.594 1.604 -0.054 0.0805
H -3.448 0.647 0.879 0.0393
```

Formula: C6H14O
Source: OMol25
Level of theory: ωB97M-V with the def2-TZVPD basis set

Computed properties:
- E_HOMO: -9.64 eV
- E_LUMO: 0.9 eV
- SMILES string: CC(=O)CC(C)C.[H][H]
- Relative energy (zero: lowest compared OMol25 entry of this formula, charge and spin): 23.66 kcal/mol
- Gap between HOMO and LUMO: 10.57 eV

```
21
Properties=species:S:1:pos:R:3:nbo_charge:R:1
C 2.497 0.730 -0.271 -0.7238
C 1.300 -0.133 0.082 0.6152
O 1.350 -1.343 0.084 -0.5540
C 0.051 0.583 0.549 -0.5066
C -1.239 -0.235 0.441 -0.2232
C -1.724 -0.305 -1.008 -0.6059
C -2.317 0.359 1.347 -0.5991
H 2.691 1.432 0.550 0.2297
H 2.300 1.322 -1.173 0.2342
H 3.380 0.108 -0.429 0.2394
H 0.268 0.806 1.605 0.2342
H -0.041 1.549 0.038 0.2132
H -1.017 -1.255 0.778 0.2213
H -2.636 -0.909 -1.084 0.2119
H -0.969 -0.753 -1.664 0.2153
H -1.958 0.699 -1.386 0.1962
H -3.247 -0.216 1.278 0.2108
H -2.543 1.395 1.061 0.1983
H -2.000 0.362 2.397 0.2066
H 3.062 -2.114 -1.958 -0.0466
H 2.685 -2.085 -1.319 0.0330
```

Formula: C12H32Br4HfO12S4
Source: OMol25
Level of theory: ωB97M-V with the def2-TZVPD basis set

Computed properties:
- E_HOMO: -8.64 eV
- E_LUMO: 0.1 eV
- Relative energy (zero: lowest compared OMol25 entry of this formula, charge and spin): 25.83 kcal/mol
- Gap between HOMO and LUMO: 8.77 eV

```
65
Properties=species:S:1:pos:R:3:nbo_charge:R:1
Hf -0.129 0.953 -0.017 1.6761
Br -0.226 1.101 2.864 -0.5601
Br -1.571 0.552 -2.439 -0.5361
Br 0.018 3.719 -0.512 -0.5013
Br 1.185 -1.616 0.062 -0.5509
O -2.284 1.729 0.487 -0.9694
S -3.638 2.212 0.375 2.4082
O -4.701 1.258 0.361 -0.9044
O -3.867 3.235 1.614 -0.6947
C -4.295 2.606 2.830 -0.1002
C -4.613 3.726 3.784 -0.6316
C -3.873 3.349 -0.994 -0.8565
H -3.483 1.973 3.218 0.2027
H -5.065 1.838 2.706 0.2101
H -3.705 4.228 4.123 0.2203
H -5.151 3.408 4.680 0.2215
H -5.241 4.521 3.376 0.2174
H -4.934 3.592 -0.968 0.2515
H -3.635 2.853 -1.930 0.2806
H -3.297 4.249 -0.788 0.2689
O 1.471 1.037 -1.809 -0.9548
S 2.419 0.711 -2.844 2.4274
O 3.811 1.030 -2.676 -0.9086
O 2.262 -0.871 -3.063 -0.7030
C 3.362 -1.585 -3.659 -0.0716
C 3.028 -3.059 -3.489 -0.6393
C 1.752 1.267 -4.394 -0.8774
H 4.287 -1.286 -3.172 0.2046
H 3.371 -1.348 -4.728 0.1724
H 2.619 -3.152 -2.478 0.2433
H 3.848 -3.765 -3.582 0.2208
H 2.234 -3.343 -4.179 0.2147
H 1.790 2.353 -4.453 0.2624
H 0.724 0.914 -4.432 0.2833
H 2.383 0.829 -5.164 0.2414
O 4.151 2.701 0.287 -0.8990
S 3.399 1.716 1.015 2.4199
O 2.005 1.571 0.676 -0.9593
O 4.069 0.270 0.759 -0.6999
C 5.477 0.194 0.516 -0.0773
C 5.758 -1.140 -0.130 -0.6312
C 3.586 1.891 2.785 -0.8783
H 6.028 0.286 1.462 0.1702
H 5.816 1.060 -0.053 0.2155
H 6.710 -1.113 -0.664 0.2187
H 4.944 -1.357 -0.825 0.2276
H 5.826 -2.008 0.525 0.2180
H 4.608 1.872 3.145 0.2544
H 2.958 1.127 3.243 0.2788
H 3.107 2.844 3.020 0.2668
O -1.714 -0.778 0.729 -0.9450
S -2.592 -1.714 1.377 2.4221
O -3.855 -1.305 1.905 -0.9067
O -2.822 -2.878 0.292 -0.7135
C -3.498 -4.110 0.637 -0.0740
C -4.272 -4.651 -0.546 -0.6389
C -1.645 -2.605 2.627 -0.8885
H -4.220 -3.842 1.412 0.1934
H -2.723 -4.774 1.015 0.1881
H -4.490 -3.849 -1.251 0.2423
H -5.255 -4.976 -0.198 0.2181
H -3.819 -5.497 -1.054 0.2180
H -1.096 -1.844 3.185 0.2813
H -0.898 -3.234 2.152 0.2675
H -2.401 -3.076 3.247 0.2429
```

Formula: CH2N2O3S2
Source: OMol25
Level of theory: ωB97M-V with the def2-TZVPD basis set

Computed properties:
- E_HOMO: 0.97 eV
- E_LUMO: 6.2 eV
- Relative energy (zero: lowest compared OMol25 entry of this formula, charge and spin): 0.00 kcal/mol
- Gap between HOMO and LUMO: 5.22 eV
- Total charge: -2

```
10
Properties=species:S:1:pos:R:3:nbo_charge:R:1
C -1.048 0.860 0.677 0.4279
N -1.256 -0.143 -0.173 -0.9319
N 1.391 0.016 -0.465 -1.1081
O -0.237 0.929 1.596 -0.7726
O 0.327 -1.949 0.986 -0.9858
O 0.124 -1.861 -1.421 -1.0484
S -2.094 2.159 0.375 -0.6977
S 0.089 -1.103 -0.149 2.3490
H 1.325 0.128 -1.450 0.3644
H 1.379 0.964 0.026 0.4033
```

Look up the gap between HOMO and LUMO of the fourth one.
5.22 eV

Number 3 is which compound?
C12H32Br4HfO12S4